1.
# C29H32F3N3O4

4 unconnected molecules or ions with the total composition C29H32F3N3O4 in a non-equilibrium geometry (ωB97M-V/def2-TZVPD, the OMol25 dataset).

Geometry (Å):
C  3.332  2.303  1.911
C  2.443  3.077  0.875
O  1.921  2.248  -0.172
C  0.566  2.631  -0.482
C  -0.369  1.703  0.388
O  -1.710  2.270  0.330
O  -2.093  2.511  1.653
C  -2.791  1.367  2.116
O  -2.233  0.679  2.920
N  -4.139  1.036  1.692
C  -4.138  0.046  0.549
N  -5.297  0.101  -0.322
C  -4.834  2.283  1.386
C  -5.782  2.782  2.397
C  -6.440  4.049  2.112
N  -6.308  4.817  0.999
C  -5.425  4.326  0.091
C  -4.645  3.102  0.187
H  3.978  3.051  2.442
H  2.672  1.840  2.690
H  4.015  1.549  1.437
H  3.097  3.853  0.374
H  1.671  3.649  1.451
H  0.341  3.693  -0.211
H  0.340  2.484  -1.567
H  -0.024  1.764  1.446
H  -0.425  0.663  -0.022
H  -3.158  0.101  0.003
H  -4.147  -0.977  1.025
H  -5.185  0.751  -1.096
H  -6.171  0.234  0.180
H  -5.937  2.214  3.340
H  -7.138  4.433  2.900
H  -5.268  4.939  -0.834
H  -3.927  2.787  -0.602
F  0.912  -0.908  -2.539
C  1.570  -1.746  -1.715
C  2.281  -1.222  -0.652
C  2.957  -2.082  0.204
C  2.921  -3.454  -0.020
C  2.205  -3.967  -1.096
C  1.520  -3.109  -1.947
H  2.303  -0.149  -0.500
H  3.511  -1.683  1.046
H  3.452  -4.124  0.647
H  2.181  -5.036  -1.272
H  0.950  -3.490  -2.785
F  -0.622  4.241  -7.094
C  0.033  3.403  -6.272
C  0.745  3.919  -5.205
C  1.417  3.052  -4.352
C  1.376  1.681  -4.583
C  0.661  1.176  -5.662
C  -0.021  2.041  -6.509
H  0.772  4.990  -5.046
H  1.973  3.444  -3.509
H  1.904  1.007  -3.920
H  0.633  0.109  -5.843
H  -0.591  1.665  -7.349
F  3.882  -3.908  3.712
C  3.532  -5.206  3.706
C  2.271  -5.566  3.268
C  1.911  -6.907  3.256
C  2.813  -7.871  3.692
C  4.076  -7.496  4.135
C  4.441  -6.155  4.137
H  1.579  -4.800  2.939
H  0.928  -7.201  2.907
H  2.530  -8.917  3.687
H  4.777  -8.247  4.479
H  5.424  -5.845  4.470

Atoms 1-3, force components in eV/Å:
-0.37 0.26 0.00
1.71 0.71 0.31
-0.98 0.79 0.38

Results
HOMO-LUMO gap: 9.633 eV
Structure (SMILES): CCOCCOOC(=O)N(CN)c1ccncc1.Fc1ccccc1.Fc1ccccc1.Fc1ccccc1
Energy above the lowest of the compared OMol25 structures with the same formula, charge and spin: 25.2 kcal per mole
E: -1888.89206 Eh

2.
# C3H10N2S

A gas-phase ion, C3H10N2S (charge +1) in a non-equilibrium geometry (ωB97M-V/def2-TZVPD, the OMol25 dataset).

Geometry (Å):
N  0.209  1.334  -0.637
C  -0.255  0.215  0.125
C  0.012  0.394  1.633
S  -0.809  1.906  2.144
C  0.340  -1.164  -0.324
N  -0.254  -1.540  -1.580
H  -0.509  1.653  -1.274
H  1.052  1.197  -1.179
H  -1.319  0.049  -0.061
H  1.056  0.505  1.918
H  -0.490  -0.382  2.201
H  -0.563  2.534  0.964
H  1.448  -1.088  -0.340
H  0.147  -1.893  0.459
H  -0.337  -2.540  -1.684
H  0.274  -1.180  -2.362

Atoms 1-3, force components in eV/Å:
-0.46 0.40 -0.31
0.29 -1.16 -0.61
-1.01 0.67 0.18

Results
HOMO-LUMO gap (alpha / beta): 10.397 / 4.739 eV
Total charge: +1
Energy above the lowest of the compared OMol25 structures with the same formula, charge and spin: 31.4 kcal per mole
E: -627.67095 Eh
2S+1: 2